# 1
Molecular formula: C3H7NO2
Method: DFT, ωB97M-V/def2-TZVPD

- HOMO energy: -8.9 eV
- Spin multiplicity: 1
- Orbital gap: 0.365 Eh
- Energy relative to the best compared isomer or geometry (same formula, charge and spin): 93.57 kcal/mol

Each line ends with the Löwdin charge.
CARTESIAN COORDINATES (ANGSTROEM)
C 0.56602 1.75782 0.05129  -0.20
C -0.27152 -1.67544 -0.37556  0.00
C -0.76205 -1.96980 0.79263  -0.36
N 1.04373 2.28907 -1.03479  0.05
O -0.85956 1.63304 -0.05090  -0.07
O -0.28409 -1.52019 1.90416  0.03
H 0.58878 -0.96562 -0.34578  0.06
H -1.10586 1.13917 0.71297  0.04
H -0.42873 -1.78246 -1.37455  0.02
H -1.54994 -2.81632 0.96965  0.15
H 2.04174 2.40616 -0.98891  0.09
H 0.52888 2.57752 -1.87881  0.12
H 0.49260 -1.07295 1.61859  0.08

# 2
Molecular formula: C5H2OS
Method: DFT, ωB97M-V/def2-TZVPD

- HOMO energy: -8.8 eV
- Spin multiplicity: 1
- Structure (SMILES): O=C=C=CC=C=S
- Orbital gap: 0.290 Eh
- Energy relative to the best compared isomer or geometry (same formula, charge and spin): 10.08 kcal/mol

Each line ends with the Löwdin charge.
CARTESIAN COORDINATES (ANGSTROEM)
O 2.28133 -2.17980 -0.12088  0.13
C 1.24556 -1.64664 0.00786  -0.24
C 0.02921 -1.31530 0.15758  -0.02
C -0.97454 -0.44127 0.12093  -0.11
C -0.84991 0.97838 -0.10208  -0.18
C 0.30392 1.60442 -0.06670  -0.65
S 1.70250 2.25416 0.03208  0.85
H -1.98738 -0.79807 0.26203  0.10
H -1.75069 1.54412 -0.29081  0.11

no.,E_tot (eV)
1,-8806.47144
2,-18096.57002